Entry from the OMol25 dataset: C33H34N5Rb as an isolated structure (ωB97M-V/def2-TZVPD).

```
73
C33H34N5Rb (ωB97M-V/def2-TZVPD)
Rb 0.11594 0.54377 0.42766
C -1.53127 -1.28353 -2.67836
C -2.86969 -1.14451 -1.92106
C -2.76678 -0.86149 -0.40098
N -1.63023 -1.52918 0.17050
C -1.69811 -2.34200 1.15836
C -2.85897 -2.66817 1.95968
C -3.19814 -3.89355 2.47526
C -2.53163 -5.12199 2.34339
C -1.24262 -5.30844 1.83723
C -0.27250 -4.37880 1.52759
C -0.37549 -2.94147 1.56356
N 0.56150 -2.09375 1.82391
C 1.86566 -2.58376 2.20293
C 2.86357 -2.67028 1.03025
C 3.56612 -1.34991 0.64601
N 2.82290 -0.55235 -0.29938
C 3.07487 -0.66940 -1.56043
C 3.99599 -1.58488 -2.17712
C 4.66312 -1.46177 -3.38007
C 4.72812 -0.38258 -4.26172
C 3.97713 0.80117 -4.17052
C 2.88495 1.07602 -3.38995
C 2.21861 0.19170 -2.45348
N 0.96087 0.10708 -2.22484
C -0.03328 0.84351 -2.95858
C -1.08732 -0.10675 -3.57053
H -1.59775 -2.17088 -3.31194
H -0.74291 -1.47720 -1.95612
H -3.42072 -2.08246 -2.03685
H -3.48741 -0.35857 -2.36979
H -3.72790 -1.14245 0.05160
H -2.63016 0.21875 -0.25063
H -3.55236 -1.85052 2.12900
H -4.14468 -3.93316 3.01075
H -3.06776 -6.00776 2.67079
H -0.93449 -6.34752 1.73591
H 0.69307 -4.77216 1.22591
H 1.80435 -3.57602 2.67838
H 2.27500 -1.89613 2.95386
H 2.33018 -3.04427 0.15220
H 3.63373 -3.40253 1.30069
H 4.57511 -1.58991 0.27251
H 3.69909 -0.75044 1.55527
H 4.18560 -2.49949 -1.62427
H 5.28837 -2.31121 -3.64914
H 5.43824 -0.45529 -5.07986
H 4.27668 1.59421 -4.85341
H 2.42914 2.05377 -3.50832
H 0.37385 1.45314 -3.77731
H -0.53007 1.51929 -2.24833
H -0.65337 -0.51978 -4.48624
H -1.95112 0.49628 -3.87349
C 1.25599 3.71978 4.32097
C 0.49483 4.88103 4.28980
C -0.49510 5.01465 3.33886
C -0.74715 3.97662 2.41874
N 0.00900 2.86812 2.45926
C 0.96703 2.75555 3.36841
C -1.80609 4.06157 1.38512
C -2.78751 5.06326 1.49778
C -3.75072 5.22358 0.52035
C -3.75799 4.35124 -0.56498
C -2.82344 3.32768 -0.62310
C -1.78745 3.12545 0.31647
H 2.04472 3.57749 5.04834
H 0.68165 5.68069 4.99855
H -1.06608 5.92997 3.29402
H 1.54428 1.83343 3.33723
H -2.83530 5.71443 2.36613
H -4.49803 6.00577 0.60811
H -4.50423 4.47342 -1.34733
H -2.90343 2.63388 -1.46323
```

Calculated values
multiplicity: 1
total charge: -2

***

Entry from the OMol25 dataset: one molecule with the formula C33H34O at a distorted geometry (ωB97M-V/def2-TZVPD).

```
68
C33H34O (ωB97M-V/def2-TZVPD)
C -0.18780 -3.08241 3.64542
C -1.05405 -2.11152 2.83901
C -1.39782 -2.84564 1.56646
C -2.37150 -1.85068 3.57529
C -0.32725 -0.78099 2.49148
C 1.00285 -0.63772 2.88929
C 1.62217 0.60177 2.85741
C 0.92563 1.70725 2.40123
C -0.39809 1.61868 1.97803
C -1.13646 2.98849 1.79996
C -0.38680 4.20418 2.36244
C -2.48969 2.96527 2.49483
C -1.28728 3.29955 0.32201
C -0.94618 0.31107 1.83650
O -2.12733 0.05958 1.12306
C -2.46675 -0.06400 -0.23415
C -3.38649 1.07968 -0.59724
C -4.31598 1.45249 0.37928
C -5.10272 2.58473 0.17986
C -4.95764 3.32634 -0.98904
C -4.08284 2.90320 -1.99449
C -3.32492 1.74216 -1.82460
C -1.27830 -0.35746 -1.14093
C -0.28855 0.48033 -1.61688
C 0.69664 -0.07604 -2.46297
C 0.67793 -1.43524 -2.79757
C -0.36625 -2.26031 -2.37341
C -1.36537 -1.69003 -1.58871
C -2.65459 -2.25515 -1.19434
C -3.14230 -3.54594 -1.35802
C -4.35964 -3.86175 -0.75056
C -5.08973 -2.90165 -0.03788
C -4.58005 -1.60913 0.15757
C -3.35717 -1.30082 -0.42184
H 0.10944 -2.67603 4.61306
H -0.75729 -4.00258 3.82522
H 0.70619 -3.36643 3.08077
H -2.09688 -2.22280 1.02028
H -0.51502 -3.02794 0.94396
H -1.90815 -3.79719 1.76797
H -3.02313 -1.20129 2.98291
H -2.88666 -2.80612 3.72767
H -2.19234 -1.38608 4.54978
H 1.54626 -1.49630 3.28134
H 2.63323 0.72296 3.24002
H 1.39500 2.68745 2.44877
H 0.54506 4.40379 1.82550
H -1.01696 5.09429 2.22908
H -0.17813 4.11059 3.42865
H -3.07034 2.10366 2.17582
H -2.36517 2.91129 3.58094
H -3.04559 3.87707 2.24499
H -1.69297 2.44033 -0.20697
H -1.97747 4.14081 0.16536
H -0.31369 3.54069 -0.12175
H -4.39962 0.87398 1.30213
H -5.79723 2.86898 0.97303
H -5.53912 4.24156 -1.11595
H -3.97446 3.48783 -2.90190
H -2.68254 1.33869 -2.61057
H -0.28704 1.54266 -1.37509
H 1.44884 0.58695 -2.88556
H 1.45235 -1.85568 -3.43766
H -0.48597 -3.30246 -2.66713
H -2.55217 -4.26259 -1.92766
H -4.75031 -4.87275 -0.84401
H -6.06802 -3.14477 0.38905
H -5.12046 -0.86148 0.72954
```

Calculated values
multiplicity: 1

***

Entry from the OMol25 dataset: a 2-piece molecular cluster, C33H35BF2O2S overall at a distorted geometry (ωB97M-V/def2-TZVPD).

```
74
C33H35BF2O2S (ωB97M-V/def2-TZVPD)
C 3.35112 2.32024 -0.68030
C 2.57103 1.05867 -0.99987
C 3.54031 -0.03566 -1.43706
O 1.95556 0.60481 0.25087
B 0.66767 0.17075 -0.08862
C 0.17650 -1.28890 0.19630
C -0.75728 -1.60791 -0.91174
C -0.27568 -2.30663 -1.94727
C -1.04922 -2.62904 -3.10794
C -0.42749 -2.77274 -4.38008
C -1.19735 -3.06864 -5.50521
C -2.58535 -3.25513 -5.38588
C -3.16665 -3.13407 -4.12592
F -4.49951 -3.42124 -3.98546
C -2.44160 -2.79084 -2.99326
C -0.02223 -2.11228 1.46367
C 1.03803 -2.28205 2.37719
C 0.86737 -3.00343 3.56378
C -0.34535 -3.63666 3.85236
C -1.32119 -3.59292 2.86977
F -2.52265 -4.24151 3.12448
C -1.18243 -2.86017 1.68778
O 0.17852 0.98066 -1.15344
C 1.31534 1.28996 -2.00411
C 1.20705 2.69618 -2.54709
C 1.26933 0.33763 -3.18032
H 3.92015 2.69747 -1.55479
H 2.65848 3.09557 -0.31907
H 4.05044 2.09902 0.14155
H 4.07180 0.20748 -2.36607
H 4.30669 -0.17771 -0.66514
H 3.05205 -1.00456 -1.57609
H 1.20427 -1.60015 -0.11719
H -1.80317 -1.27627 -0.85137
H 0.79877 -2.54739 -1.95309
H 0.66330 -2.61549 -4.45320
H -0.70963 -3.14199 -6.48101
H -3.19179 -3.51836 -6.24946
H -2.91942 -2.67760 -2.02279
H 2.00068 -1.79359 2.15441
H 1.69023 -3.03088 4.30738
H -0.51491 -4.15207 4.79576
H -2.01999 -2.84393 0.99587
H 2.10592 2.96380 -3.12359
H 0.36115 2.73544 -3.23616
H 1.04301 3.41997 -1.74827
H 2.09199 0.50035 -3.88197
H 1.27608 -0.71109 -2.87775
H 0.33493 0.50050 -3.72145
C -3.62837 -0.55047 4.02758
C -2.57643 0.03053 3.12690
C -1.26866 0.16122 3.62492
C -0.24987 0.57676 2.81740
C -0.54416 1.14463 1.53945
C 0.13170 2.38316 1.28504
C -0.34122 3.49148 0.61247
C 0.25435 4.69655 1.09446
C 1.25874 4.44324 2.01394
C 1.95949 5.42699 2.85695
S 1.55291 2.75185 2.24586
C -1.83664 0.86880 0.97925
C -2.83290 0.35617 1.78090
H -4.64045 -0.26377 3.73096
H -3.57425 -1.64477 4.02616
H -3.45540 -0.22636 5.05857
H -1.08515 -0.08531 4.67208
H 0.77064 0.53134 3.19395
H -1.14094 3.39419 -0.12608
H -0.06468 5.70457 0.83583
H 1.76198 6.40285 2.41941
H 1.56009 5.38992 3.87496
H 3.02964 5.21796 2.87781
H -2.02671 1.07243 -0.07710
H -3.82860 0.17844 1.35919
```

Calculated values
energy above the lowest of the compared OMol25 structures with the same formula, charge and spin: 39.2 kcal per mole
multiplicity: 1

***

Entry from the OMol25 dataset: a 2-piece molecular cluster, C33H35BF2O2S overall at a distorted geometry (ωB97M-V/def2-TZVPD).

```
74
C33H35BF2O2S (ωB97M-V/def2-TZVPD)
C 2.55197 7.15989 0.04449
C 2.16411 5.75671 -0.36519
C 3.20001 5.10344 -1.29334
O 2.23874 4.95675 0.85647
B 1.14431 4.14795 0.72687
C 1.03382 2.70869 1.20499
C -0.20037 2.19445 0.50583
C -0.10495 1.66417 -0.72666
C -1.21068 1.22621 -1.54745
C -1.03568 1.27871 -2.94463
C -2.03207 0.83447 -3.80337
C -3.22127 0.28927 -3.29748
C -3.38941 0.28508 -1.91308
F -4.54920 -0.26033 -1.41126
C -2.43516 0.75802 -1.01919
C 1.23916 2.21048 2.61395
C 2.47188 2.41542 3.24287
C 2.90099 1.51742 4.22574
C 2.05566 0.50551 4.68968
C 0.78322 0.42578 4.14347
F -0.09354 -0.51097 4.62522
C 0.35885 1.25386 3.11670
O 0.04227 4.73816 0.14146
C 0.62623 5.60583 -0.84615
C -0.19716 6.88457 -0.81326
C 0.42267 4.89895 -2.19496
H 2.62030 7.83262 -0.81718
H 1.83283 7.56184 0.76896
H 3.53921 7.13318 0.51332
H 3.25496 5.61025 -2.26146
H 4.19238 5.18222 -0.82741
H 2.97225 4.03966 -1.47029
H 1.91804 2.30591 0.63387
H -1.15311 2.24628 1.03421
H 0.88625 1.64137 -1.19928
H -0.09489 1.67780 -3.33296
H -1.87612 0.89402 -4.88056
H -3.98729 -0.11473 -3.95259
H -2.58482 0.72513 0.05828
H 3.09930 3.24385 2.90367
H 3.90584 1.59494 4.62252
H 2.36205 -0.21998 5.43852
H -0.62267 1.09354 2.67446
H 0.16140 7.63596 -1.52936
H -1.22289 6.64691 -1.12134
H -0.23521 7.31926 0.19189
H 0.81417 5.51444 -3.01961
H 0.89338 3.90234 -2.23453
H -0.66114 4.77993 -2.36507
C -1.80652 2.18868 6.42728
C -1.17200 3.08063 5.40563
C 0.15703 3.52387 5.51450
C 0.64246 4.49662 4.65605
C -0.20897 5.08738 3.69363
C 0.06651 6.43266 3.27007
C -0.82693 7.36693 2.74251
C -0.39289 8.72467 2.91792
C 0.86711 8.80282 3.52181
C 1.56798 9.95644 4.13278
S 1.59424 7.22291 3.61331
C -1.43215 4.42841 3.39881
C -1.88409 3.42804 4.25140
H -2.90015 2.25606 6.33350
H -1.54243 1.12615 6.31465
H -1.52626 2.48765 7.44378
H 0.79622 3.09895 6.29687
H 1.68272 4.81994 4.72145
H -1.78612 7.04122 2.34561
H -0.98936 9.59833 2.63824
H 1.06479 10.90899 3.91811
H 1.63337 9.83343 5.22659
H 2.59356 9.99196 3.74201
H -2.01156 4.73849 2.52832
H -2.84330 2.92746 4.05828
```

Calculated values
energy above the lowest of the compared OMol25 structures with the same formula, charge and spin: 10.3 kcal per mole
multiplicity: 1

***

Entry from the OMol25 dataset: C33H35BO3S as an isolated structure at a distorted geometry (ωB97M-V/def2-TZVPD).

```
73
C33H35BO3S (ωB97M-V/def2-TZVPD)
C -5.54357 4.11334 2.37734
C -4.13700 3.61465 2.29948
C -3.14227 4.25011 3.04913
C -1.81812 3.76942 3.00204
C -1.50661 2.61802 2.28709
B 1.54221 -2.67690 2.95943
C -0.08074 2.01603 2.35983
C 0.64640 1.89975 1.06513
C 1.98849 2.21638 1.14040
C 2.40567 2.71967 2.39797
C 3.78596 3.01171 2.83850
S 1.06401 3.18516 3.32005
O 2.24322 -2.15065 4.01241
C 3.65939 -2.34393 3.67499
C 4.43026 -1.16748 4.22129
C 4.13914 -3.59538 4.41197
C 3.62348 -2.51434 2.11467
C 3.77355 -1.18625 1.39169
C 4.55660 -3.52151 1.50458
O 2.27138 -3.03278 1.87428
C -2.49692 2.00835 1.50768
C -3.80479 2.52248 1.49420
H -6.03857 4.06145 1.40640
H -6.12710 3.51954 3.09024
H -5.55145 5.15335 2.70444
H -3.40333 5.13031 3.65043
H -1.06603 4.33342 3.56514
H 0.14321 1.61558 0.14288
H 2.71380 2.10943 0.32031
H 4.47708 2.85886 1.99774
H 3.86649 4.06026 3.14697
H 4.09950 2.38716 3.70021
H 5.49168 -1.30354 3.99199
H 4.09255 -0.19843 3.83828
H 4.33613 -1.13811 5.31240
H 5.21354 -3.75659 4.24328
H 3.98714 -3.45563 5.49048
H 3.58592 -4.49691 4.12431
H 4.82974 -0.88074 1.42173
H 3.47022 -1.29583 0.34414
H 3.14352 -0.39205 1.81129
H 5.60260 -3.21513 1.64355
H 4.41023 -4.51527 1.94222
H 4.35188 -3.58600 0.42846
H -2.23815 1.14135 0.89538
H -4.56345 2.07104 0.85079
C -5.14925 0.90653 7.10656
C -4.71412 1.73372 6.06231
C -3.45282 1.52770 5.49890
C -2.59517 0.49150 5.95346
C -1.41323 0.20133 5.16176
O -1.15673 -1.13811 4.93037
C -0.61208 -1.47681 3.71006
C -0.37422 -0.53644 2.73223
C -0.28844 -0.98980 1.40078
C -0.44925 -2.34800 1.09694
C -0.66298 -3.29728 2.09839
C -0.47474 -2.88811 3.46669
C 0.02047 0.86129 3.23881
C -0.69685 1.15512 4.52397
C -3.08202 -0.38332 6.94941
C -4.32874 -0.15094 7.53728
H -6.13781 1.04182 7.54468
H -5.36048 2.51150 5.65995
H -3.12741 2.10276 4.62973
H -0.18058 -0.26812 0.59588
H -0.46299 -2.64004 0.04915
H -0.98625 -4.30343 1.85337
H -0.78646 -3.56481 4.26708
H 1.08924 0.72568 3.51617
H -0.61157 2.18904 4.90090
H -2.48194 -1.24215 7.24242
H -4.66979 -0.82596 8.32875
```

Calculated values
energy above the lowest of the compared OMol25 structures with the same formula, charge and spin: 95.5 kcal per mole
multiplicity: 1

***

Entry from the OMol25 dataset: C33H35BeN6O4S2Si as an isolated structure (ωB97M-V/def2-TZVPD).

```
82
C33H35BeN6O4S2Si (ωB97M-V/def2-TZVPD)
Be -0.82196 0.09876 0.01636
C -4.71982 3.03115 1.17269
Si -3.44144 4.30164 0.62593
C -4.34385 5.65999 -0.35089
C -2.53165 5.09480 2.08283
C -2.20650 3.48591 -0.54552
C -1.96376 3.89568 -1.84156
C -1.20116 3.12365 -2.72593
C -0.74852 1.90083 -2.29217
N -0.92868 1.49289 -1.03881
C -1.59554 2.26686 -0.15266
S -1.55078 1.59675 1.41746
H -5.73017 3.44587 1.21009
H -4.47483 2.62869 2.15512
H -4.71582 2.19722 0.46894
H -5.23017 5.98799 0.19667
H -4.67525 5.29095 -1.32410
H -3.71508 6.53880 -0.51519
H -3.21984 5.59257 2.77097
H -1.79846 5.83121 1.74642
H -2.00429 4.31326 2.62949
H -2.36894 4.84153 -2.18796
H -0.99688 3.45929 -3.73301
H -0.20270 1.21727 -2.93375
N -3.37819 -3.04175 -6.58138
C -3.33550 -2.57909 -5.26169
C -2.56069 -1.46969 -4.93100
C -2.57963 -0.96568 -3.64070
C -3.35311 -1.57811 -2.67404
C -4.13352 -2.67751 -2.98930
C -4.12770 -3.17599 -4.27727
S -3.41249 -0.87515 -1.03557
O -3.56089 0.54147 -1.25811
O -4.47546 -1.52383 -0.31156
N -1.97756 -1.09025 -0.25860
C -1.61000 -2.37699 0.06521
N -0.70706 -2.49598 1.05517
C -0.30992 -3.71193 1.37852
C -0.77054 -4.85704 0.74560
C -1.71879 -4.63569 -0.23759
N -2.14705 -3.43187 -0.56909
H -2.53932 -2.87114 -7.11085
H -3.72562 -3.97926 -6.69066
H -1.95129 -1.00085 -5.69529
H -1.99424 -0.09668 -3.37495
H -4.72326 -3.13849 -2.20969
H -4.74061 -4.03270 -4.53660
H 0.40131 -3.76823 2.19871
H -0.43110 -5.84703 1.01206
H -2.16351 -5.45652 -0.79731
C 5.77606 -0.82199 5.46582
C 4.95382 0.07621 4.57750
C 4.72993 1.39183 4.96230
C 3.90692 2.21548 4.20890
C 3.35934 1.74471 3.03336
C 3.61765 0.44219 2.59627
N 3.02697 0.04956 1.39073
C 3.58726 -0.64381 0.34545
C 4.98004 -0.78739 0.23261
C 5.54248 -1.51941 -0.79313
C 4.73962 -2.11311 -1.75962
C 3.37323 -1.90532 -1.70826
C 2.77589 -1.16883 -0.68989
C 1.29318 -0.93025 -0.81789
O 0.70433 -1.28662 -1.83470
O 0.72191 -0.30563 0.16928
C 4.37492 -0.42452 3.40472
C 4.48979 -1.89010 3.08214
H 6.25796 -0.24451 6.25360
H 6.54758 -1.34270 4.89560
H 5.14797 -1.58089 5.93880
H 5.17686 1.76728 5.87579
H 3.69601 3.22508 4.53840
H 2.72029 2.37465 2.42655
H 2.04194 0.26313 1.24901
H 5.61166 -0.29093 0.95874
H 6.61967 -1.62848 -0.84464
H 5.17698 -2.70374 -2.55435
H 2.71692 -2.29990 -2.47229
H 3.67355 -2.20520 2.43542
H 4.44597 -2.48256 3.99652
H 5.42512 -2.13175 2.57190
```

Calculated values
energy above the lowest of the compared OMol25 structures with the same formula, charge and spin: 10.0 kcal per mole
multiplicity: 1
total charge: -1

***

Listing Kohn-Sham gap for the structures above in their given order: 4.944; 8.674; 7.123; 7.731; 2.998; 7.478 eV.